No. 1
Below is C36H42KN10O3P2Te as an isolated structure, with properties calculated with ωB97M-V with the def2-TZVPD basis set.

maximum force: 1.5 eV/A
charge: -1
E_HOMO: -2.30 eV
LUMO: 1.985 eV
molar mass: 891.45 g/mol
ΔE to the lowest compared entry with this formula, charge and spin: 28.5 kcal/mol
gap between HOMO and LUMO: 4.28 eV

XYZ file:
```
95
Properties=species:S:1:pos:R:3:forces:R:3
K 0.321500 -0.801275 0.233258 1.1162 0.1877 -0.9406
C 1.976028 4.924185 3.240568 -0.0348 0.0088 0.0792
N 2.056645 4.138573 2.031661 0.2142 0.1283 -0.0828
C 3.062924 4.222300 1.103427 0.0630 -0.0419 -0.0052
C 2.783000 3.280535 0.152753 -0.0716 0.0672 0.0092
N 1.633375 2.622858 0.477654 0.0983 0.0206 -0.0697
C 1.218308 3.150606 1.604230 -0.2612 -0.2301 -0.0180
P -0.283917 2.670270 2.518088 -0.0360 0.1152 0.0593
C 0.272713 1.086835 3.223035 -0.0986 0.0872 -0.2061
N 0.843808 0.099044 2.572319 0.2478 0.1776 0.4550
C 1.186519 -0.834075 3.502898 -0.1165 0.1576 0.0202
C 0.817392 -0.397606 4.743180 -0.0742 -0.0744 0.0803
N 0.236327 0.825902 4.564401 -0.0232 -0.0375 0.0277
C -0.364563 1.625596 5.610175 -0.0258 -0.0397 0.0175
C -1.339410 2.222911 1.103974 0.2026 -0.0749 0.1691
N -1.047582 1.399007 0.127523 -0.2570 0.2008 -0.1091
C -2.101109 1.422632 -0.733871 -0.0269 0.0808 0.1328
C -3.051307 2.288382 -0.267171 -0.0455 0.0051 0.0248
N -2.562722 2.797322 0.906332 -0.1606 -0.0067 -0.0364
C -3.249118 3.757639 1.744236 0.0015 -0.0418 0.0271
H 2.706426 5.726923 3.165924 -0.0278 0.0269 0.0636
H 2.203167 4.320748 4.121764 0.0010 0.0192 -0.0156
H 0.982074 5.355601 3.356170 0.0154 -0.0237 -0.0064
H 3.864866 4.933056 1.199496 0.0227 0.0351 0.0328
H 3.320017 3.056684 -0.754424 0.0115 -0.0493 -0.0554
H 1.629677 -1.774181 3.225411 0.0413 -0.0420 -0.0257
H 0.845564 -0.867319 5.710205 0.0319 -0.0160 0.0137
H -0.313107 1.058228 6.536945 -0.0077 0.0422 0.0039
H -1.411771 1.822950 5.383391 0.0190 0.0330 0.0184
H 0.162306 2.571702 5.737176 -0.0268 0.0001 -0.0023
H -2.110844 0.817295 -1.625741 0.0010 -0.0270 -0.0354
H -4.016841 2.581693 -0.641590 -0.0107 -0.0042 -0.0377
H -4.262348 3.867080 1.363400 0.0028 0.0566 0.0321
H -2.748077 4.725838 1.725277 -0.0252 -0.0026 0.0119
H -3.301010 3.401770 2.773281 0.0153 0.0189 -0.0226
N 5.262941 -1.958252 -0.334001 0.0082 0.2078 0.0620
C 5.709726 -0.657077 -0.222831 0.0569 -0.1310 -0.0642
C 4.642111 0.058309 0.222967 -0.1929 -0.0475 -0.1634
N 3.544977 -0.754488 0.368790 0.2201 -0.0167 0.2042
C 3.950560 -1.950840 0.035292 -0.2521 -0.3188 -0.0545
C 3.090629 -3.137462 0.077407 0.2804 0.5053 -0.1334
N 1.800254 -3.062504 0.241792 -0.1018 -0.5351 0.1409
C 1.341159 -4.358607 0.227471 0.1060 0.1638 0.0180
C 2.379350 -5.218151 0.044347 0.0989 -0.0627 -0.0261
N 3.509281 -4.426541 -0.054304 -0.2338 -0.0336 0.0171
H 5.774275 -2.715046 -0.748461 -0.0156 -0.0090 -0.0194
H 6.711288 -0.378169 -0.494642 0.0225 0.0319 0.0045
H 4.577825 1.115135 0.411505 0.0096 0.0468 0.0391
H 0.294908 -4.573657 0.358761 -0.0534 -0.0141 0.0108
H 2.427004 -6.289688 -0.023545 0.0097 -0.0227 -0.0025
H 4.450684 -4.756301 -0.155406 0.0110 0.0035 0.0061
C -4.164892 -3.037891 -0.929029 -0.0426 0.0118 -0.2085
C -4.469594 -1.997142 0.118260 -0.0393 0.0553 0.3264
O -4.047370 -2.448404 1.424979 -0.1705 0.1171 -0.1250
P -2.573186 -1.998118 1.899551 0.6329 -0.4880 0.2790
O -1.607603 -2.061048 0.762524 -1.0066 -0.5996 0.4405
Te -2.104529 -3.186782 3.926403 -0.1630 0.1704 -0.2940
O -2.719603 -0.413684 2.198534 -0.0308 0.3582 -0.0614
C -3.446029 0.150454 3.277468 0.1622 -0.1754 0.0434
C -4.852976 0.506523 2.845662 -0.0864 0.0697 0.0826
H -4.521871 -2.704277 -1.906607 -0.0197 0.0092 0.0000
H -4.651783 -3.982257 -0.685852 0.0033 -0.0276 0.0366
H -3.090883 -3.192241 -0.997786 0.0559 -0.0137 0.0595
H -5.544073 -1.819546 0.215546 0.0261 -0.0138 -0.0834
H -3.985985 -1.043648 -0.111113 0.0058 -0.0291 -0.0611
H -2.878451 1.041436 3.577894 -0.1006 0.0261 -0.0180
H -3.436300 -0.546661 4.124592 -0.0758 0.0608 -0.0430
H -4.830647 1.159253 1.970973 0.0201 -0.0116 -0.0300
H -5.390226 1.020519 3.647187 0.0325 -0.0075 0.0235
H -5.406490 -0.396062 2.589597 0.0066 -0.0327 -0.0200
C -2.329000 -2.199546 -6.438582 -0.0004 0.0243 -0.0508
C -2.580078 -2.992458 -5.329511 -0.0283 -0.0426 0.0445
C -1.857685 -2.805750 -4.158258 -0.0374 -0.0214 0.0043
C -0.870781 -1.827092 -4.067442 0.2042 0.1577 0.0672
C -0.627596 -1.030797 -5.192686 -0.0331 -0.0799 0.0332
C -1.345585 -1.216915 -6.360224 0.0098 0.0259 -0.0223
C -0.100661 -1.629676 -2.809018 -0.1347 -0.0652 -0.3136
C 0.915985 -0.805071 -2.633895 0.1809 -0.2323 0.4761
C 1.812581 0.091786 -3.161204 -0.0802 0.1141 -0.1433
C 1.626855 1.510256 -3.073642 -0.0138 0.0134 0.0479
C 2.597941 2.393080 -3.485852 0.0080 0.1271 -0.0018
C 3.822910 1.971040 -4.012204 -0.0959 -0.0494 0.0251
C 4.013675 0.592787 -4.124312 0.1852 -0.0388 -0.0760
C 3.062677 -0.320558 -3.729436 -0.0491 -0.0418 0.0196
H -2.890079 -2.342193 -7.354245 -0.0063 0.0000 -0.0033
H -3.342878 -3.762427 -5.370501 0.0017 0.0075 -0.0230
H -2.055689 -3.427105 -3.291730 -0.0148 -0.0130 0.0082
H 0.139310 -0.269507 -5.125429 0.0087 0.0245 -0.0202
H -1.136906 -0.587332 -7.218096 -0.0230 -0.0187 -0.0128
H -0.447085 -2.280856 -1.993028 -0.0564 0.0741 -0.0397
H 0.716858 1.888802 -2.622692 -0.0217 -0.0206 -0.0044
H 2.392024 3.455879 -3.386849 0.0316 0.0096 -0.0096
H 4.575625 2.677723 -4.334567 0.0201 0.0066 -0.0020
H 4.943379 0.211752 -4.540960 -0.0050 0.0379 -0.0007
H 3.260768 -1.382628 -3.824942 -0.0089 -0.0037 0.0015
```
Forces are in eV/Å.



No. 2
Below is one molecule with the formula C10H12BrN5, with properties calculated with ωB97M-V with the def2-TZVPD basis set.

maximum force: 3.4 eV/A
E_HOMO: -9.01 eV
LUMO: 0.804 eV
molar mass: 282.14 g/mol
ΔE to the lowest compared entry with this formula, charge and spin: 0.0 kcal/mol
SMILES: Brc1c(N2CC2)nc(N2CC2)nc1N1CC1
gap between HOMO and LUMO: 9.81 eV

XYZ file:
```
28
Properties=species:S:1:pos:R:3:forces:R:3
Br 2.438643 -2.150382 1.544097 -0.3090 0.0129 0.0542
C 1.076668 -1.023104 0.871013 1.3437 -1.5481 -0.7159
C 0.377789 -0.176581 1.671319 0.1142 0.4338 -0.2161
N 0.436224 -0.244558 3.043781 0.6258 -0.6257 1.1867
C -0.761763 0.044802 3.809767 1.0873 0.4107 1.0722
C 0.486781 0.972583 3.832839 -1.6003 -0.6603 0.1856
N -0.367226 0.737534 1.121219 -1.3153 1.5728 -0.4627
C -0.511251 0.775703 -0.187169 -0.5319 -0.7129 0.1949
N -1.403609 1.742737 -0.673116 0.2194 0.3504 0.3322
C -0.920147 2.681767 -1.691059 -0.9850 -1.5549 -0.7016
C -1.995949 1.603119 -1.967950 -0.6215 1.7640 -0.6529
N 0.008065 -0.117530 -1.018445 -0.5693 0.9183 -0.6423
C 0.810479 -0.998397 -0.499694 0.9982 -0.7430 -0.2175
N 1.422243 -1.957147 -1.354037 0.3127 -0.5417 0.0573
C 0.511983 -2.745090 -2.194920 0.6112 3.0972 -1.3543
C 1.566404 -1.718668 -2.791072 -1.2206 -0.9288 0.5227
H -0.966990 -0.684390 4.618359 0.3998 0.6330 -0.4416
H -1.659958 0.385330 3.317675 0.1572 0.3059 -0.3596
H 1.183932 1.010314 4.655376 0.0105 -0.4797 0.1795
H 0.401365 1.929791 3.342386 -0.3114 -0.0163 -0.4222
H -1.187646 3.695691 -1.497429 -0.2874 0.4953 -0.0530
H 0.031067 2.540258 -2.193767 0.0762 -0.3009 0.3306
H -3.051731 1.953172 -2.068448 0.9131 -0.2666 0.4956
H -1.822383 0.759708 -2.626203 0.6904 0.0338 0.2124
H 0.697426 -3.783265 -2.264154 0.2439 -0.8471 0.0388
H -0.536276 -2.401891 -2.294090 0.7235 -0.2206 0.2830
H 2.458943 -2.087461 -3.312401 -0.1863 -0.1542 0.8027
H 1.276918 -0.744046 -3.193878 -0.5891 -0.4273 0.2914
```
Forces are in eV/Å.



No. 3
Below is a 6-piece molecular cluster, C20H42N2O11 overall, with properties calculated with ωB97M-V with the def2-TZVPD basis set.

maximum force: 3.5 eV/A
charge: -2
E_HOMO: -0.91 eV
LUMO: 4.251 eV
molar mass: 486.56 g/mol
ΔE to the lowest compared entry with this formula, charge and spin: 7.8 kcal/mol
gap between HOMO and LUMO: 5.16 eV

XYZ file:
```
75
Properties=species:S:1:pos:R:3:forces:R:3
O 2.352680 -0.318079 0.055646 -0.1039 0.2000 -1.2821
H 2.468046 0.561703 -0.390720 0.5495 -0.1447 0.2053
H 2.201042 -0.096667 1.050560 -1.2907 0.6356 1.8392
H 1.492085 -0.704861 -0.396425 -0.3698 -0.4436 0.6556
C -2.761206 0.861122 -0.592412 1.4942 -0.6903 0.5777
C -1.634866 0.053847 -0.198805 -0.8945 0.0332 0.0594
C -0.695106 -0.495862 -1.313135 -1.5362 -0.1166 -1.4304
O 0.205606 -1.331144 -0.967762 1.1304 0.5712 -0.2195
C -1.006764 -0.174168 -2.660161 1.2402 -0.9224 3.1482
C -2.108208 0.636625 -2.962925 0.1886 0.4176 -3.2953
C -3.014566 1.187531 -1.898692 -2.1840 1.7651 0.0170
O -3.980063 1.961918 -2.206547 0.9556 -0.7839 -0.4577
O -2.274222 0.912432 -4.182618 -0.4921 0.1989 1.2047
O -1.444485 -0.299620 0.959856 0.5149 0.0590 -0.3461
H -3.369510 1.309406 0.180480 -0.0327 -0.0605 0.0574
H -0.322325 -0.507507 -3.429929 -0.2445 -0.0305 -0.2881
C 3.482347 2.130914 2.856908 0.5031 -1.0213 -0.6315
C 2.909221 0.709975 3.144630 -1.9230 0.6153 0.3229
O 1.707468 0.462005 2.509254 1.4914 -0.3756 -1.3130
H 3.555811 2.305517 1.776792 0.1509 -0.1987 -0.0601
H 4.493539 2.148154 3.284276 -0.0013 0.5351 0.0816
H 2.839990 2.936779 3.209589 -0.0233 -0.1951 0.4386
H 2.723488 0.727216 4.239765 0.2631 -0.1604 0.2491
H 3.621606 -0.122673 2.989234 0.6258 0.3602 -0.1790
O 0.544912 -3.161264 -3.087097 0.1778 -0.0209 -0.2772
H 0.503884 -2.342600 -2.550145 -0.0546 -0.2843 0.3959
H -0.376228 -3.406417 -3.204636 -0.0462 0.1307 0.0464
C -7.002997 -3.312389 2.923300 0.1117 -0.5992 -0.6731
O -5.706074 -2.831601 2.714534 -0.3693 -0.3232 -0.7315
C -5.620930 -1.436370 2.397373 0.4462 -0.5387 0.4606
C -4.162421 -1.110725 2.038715 0.5992 2.5203 1.2584
N -3.119156 -1.064498 3.104306 -1.6277 -1.9458 -0.7859
C -2.815677 -2.439186 3.559622 1.6609 1.2952 1.5825
C -1.760593 -3.094257 2.671680 -1.1663 -0.2412 -0.1311
O -0.587168 -2.345454 2.721292 0.1830 -0.4612 0.2175
C 0.534628 -3.096106 2.345913 0.8597 0.7470 -0.8656
H -7.440744 -2.966497 3.865286 -0.2103 0.3130 -0.1378
H -6.986709 -4.406274 2.950506 0.4083 0.0052 0.3293
H -7.623613 -3.137201 2.035694 -0.3262 0.5809 0.2765
H -6.096367 -0.964530 3.271035 0.8653 0.6761 0.2286
H -6.243497 -1.031905 1.585380 -0.1401 -0.9729 -0.4623
H -4.182107 -0.048421 1.771930 -0.2361 -0.0764 -0.5218
H -3.742707 -1.584550 1.155342 -0.4193 -0.4309 0.0116
H -3.485683 -0.453803 3.822754 0.2308 -0.2974 0.3911
H -3.684150 -3.043550 3.814756 -0.0254 -0.3115 -0.4457
H -2.230583 -2.316681 4.482875 -0.3383 0.0745 0.2556
H -2.229766 -3.186525 1.679810 0.6891 0.0970 -0.3775
H -1.539169 -4.115938 3.013236 -0.3265 -0.0956 0.1711
H 0.336677 -3.751665 1.492743 -0.1742 -0.1889 0.0988
H 1.057617 -3.640983 3.143618 -0.6112 -0.2750 0.3675
H 1.299583 -2.401913 1.990273 -0.2191 0.2806 0.0091
C 5.936486 0.164673 -1.489627 0.1140 0.2158 0.6360
O 4.576725 -0.072954 -1.734929 0.3827 -0.0296 -0.2014
C 4.058121 0.519863 -2.913140 0.2350 0.3342 0.6780
C 3.634672 1.974655 -2.661063 0.4047 -0.8461 0.5248
N 2.695519 2.100955 -1.542589 -0.3840 0.4001 -0.4950
C 1.301384 1.898885 -1.915304 -1.2391 -0.5723 -0.1163
C 0.740536 2.871520 -2.981865 0.9598 -1.1849 0.8932
O 0.994321 4.191070 -2.522317 -0.1860 -0.2037 -0.6812
C 1.479056 5.107277 -3.483197 0.9659 -0.2003 1.2016
H 6.250625 1.216390 -1.497141 -0.3265 0.1760 -0.4051
H 6.599082 -0.394641 -2.157423 -0.0557 -0.0940 -0.1382
H 6.133017 -0.123027 -0.455938 -0.0643 -0.3692 -0.0721
H 3.229241 -0.119611 -3.216062 -0.0844 0.1326 -0.1165
H 4.825450 0.547888 -3.696342 -0.0642 -0.2163 -0.1754
H 3.313715 2.325286 -3.647227 -0.1955 0.5048 0.1590
H 4.526846 2.514702 -2.335602 0.0729 0.1228 -0.3467
H 2.748195 3.051005 -1.190569 0.1548 -0.0852 0.1737
H 0.645192 1.864668 -1.039305 0.2900 0.6173 0.2770
H 1.147744 0.865941 -2.240674 0.2999 0.2010 -0.5503
H -0.311257 2.644485 -3.157322 0.0052 0.2224 -0.1569
H 1.360317 2.632392 -3.849410 -0.4327 0.4691 -0.5460
H 2.225256 4.691199 -4.171996 -0.3721 -0.4576 -0.1962
H 2.102397 5.726867 -2.829668 -0.3737 0.8810 -0.4908
H 0.704758 5.637271 -4.038265 -0.0594 0.0770 0.1000
```
Forces are in eV/Å.



We obtain E values of -3721.1187; -3235.9091; -1724.2153 Eh for the records listed above, in that order.